Molecular formula: C38H99N2O12P2
Method: DFT, ωB97M-V/def2-TZVPD

The net charge is -1. The spin multiplicity is 1. As for the highest occupied orbital energy: -3.0 eV. For the HOMO-LUMO gap, the calculation gives 0.1818 hartree.

Last column: Mulliken charge in e.
Atoms and positions in Å:
C 8.989 3.617 2.489  -1.200
C 9.468 2.875 1.243  -0.458
C 8.468 2.955 0.078  -1.038
C 7.592 1.696 -0.085  0.328
C 6.107 2.077 -0.080  -1.302
C 5.207 0.816 -0.062  -0.168
C 4.540 0.504 1.295  -1.768
P 2.646 0.250 1.273  0.097
C 2.860 -1.320 2.373  -0.279
C 3.402 -2.529 1.590  -1.333
C 1.577 -1.813 3.057  -0.485
C 1.069 -0.886 4.172  -1.281
P 2.211 2.316 0.381  0.327
N 3.447 3.414 0.999  -0.572
O 2.503 2.289 -1.312  -0.727
O 2.633 -0.573 -0.242  -0.473
C 1.423 -1.041 -0.636  0.211
N 1.259 -0.952 -2.095  -0.436
C 0.288 -0.331 0.176  0.110
C -0.587 0.648 -0.587  -0.660
C -1.814 1.084 0.235  -0.567
C -3.151 0.508 -0.297  -0.621
C -4.111 1.603 -0.800  -0.262
C -5.594 1.279 -0.563  -0.811
C -6.403 2.489 -0.109  0.760
C -7.776 2.095 0.446  -1.215
C -7.813 2.117 1.962  -0.280
O -8.303 3.368 2.407  -0.358
C -8.423 3.395 3.811  -0.588
O 0.876 0.135 1.323  -0.245
H 7.910 3.561 2.602  0.273
H 9.420 3.183 3.389  0.364
H 9.287 4.660 2.474  0.300
H 10.407 3.316 0.915  0.362
H 9.652 1.840 1.517  0.292
H 9.005 3.152 -0.849  0.480
H 7.810 3.803 0.240  0.480
H 7.733 1.010 0.747  0.344
H 7.839 1.179 -1.010  -0.214
H 5.847 2.684 -0.941  0.226
H 5.941 2.665 0.814  0.432
H 5.883 -0.008 -0.295  0.273
H 4.508 0.870 -0.890  0.479
H 4.751 1.323 1.976  0.668
H 5.071 -0.347 1.714  0.750
H 2.512 0.990 2.538  0.065
H 3.555 -1.105 3.179  0.882
H 3.588 -3.324 2.316  0.510
H 4.336 -2.298 1.088  0.167
H 2.669 -2.898 0.883  0.022
H 1.848 -2.748 3.566  0.556
H 0.790 -2.080 2.357  -0.021
H 0.334 -0.188 3.788  0.111
H 1.924 -0.304 4.506  0.248
H 0.722 -1.442 5.040  0.449
H 3.046 4.344 0.937  0.384
H 3.434 3.208 2.000  0.301
H 2.063 1.507 -1.691  0.350
H 1.258 -2.103 -0.384  -0.514
H 1.879 -1.657 -2.491  0.367
H 0.320 -1.256 -2.338  0.274
H -0.405 -1.164 0.396  0.266
H -0.955 0.170 -1.490  0.410
H -0.077 1.551 -0.909  0.011
H -1.684 0.893 1.297  0.502
H -1.903 2.160 0.129  -0.090
H -2.978 -0.163 -1.132  0.346
H -3.650 0.003 0.526  0.322
H -3.996 1.692 -1.879  0.224
H -3.853 2.575 -0.390  0.198
H -6.050 0.928 -1.488  0.234
H -5.701 0.464 0.151  0.533
H -6.575 3.129 -0.972  -0.548
H -5.874 3.052 0.656  -0.036
H -8.108 1.123 0.092  0.462
H -8.502 2.838 0.120  0.462
H -6.799 1.966 2.345  0.300
H -8.472 1.337 2.355  0.330
H -8.984 2.528 4.167  0.143
H -7.422 3.305 4.245  0.298
H -8.874 4.323 4.137  0.276
C -12.811 1.041 4.448  -1.095
C -11.426 0.488 4.167  -0.006
O -10.665 0.370 5.367  -0.513
H -12.738 2.016 4.930  0.291
H -13.386 1.146 3.527  0.314
H -13.360 0.381 5.125  0.328
H -10.874 1.156 3.508  0.124
H -11.491 -0.493 3.683  0.273
H -11.134 -0.230 5.957  0.287
C 3.284 4.320 -4.848  -0.959
C 1.928 3.665 -5.050  -0.217
O 1.829 2.447 -4.331  -0.480
H 4.080 3.646 -5.166  0.250
H 3.362 5.250 -5.416  0.346
H 3.448 4.541 -3.792  0.274
H 1.772 3.426 -6.103  0.268
H 1.126 4.342 -4.731  0.253
H 1.955 2.660 -3.396  0.267
C 8.854 -1.671 -2.242  -1.043
C 8.888 -2.125 -0.794  -0.232
O 7.595 -2.519 -0.349  -0.450
H 8.157 -0.841 -2.360  0.211
H 9.842 -1.352 -2.579  0.323
H 8.510 -2.480 -2.892  0.400
H 9.211 -1.311 -0.147  0.192
H 9.585 -2.962 -0.666  0.331
H 7.296 -3.246 -0.907  0.278
C 1.119 -5.136 -1.472  -0.438
C 0.719 -5.075 -2.934  -0.124
O -0.244 -4.048 -3.155  -0.596
H 0.250 -5.319 -0.843  0.285
H 1.850 -5.926 -1.295  0.248
H 1.554 -4.184 -1.155  0.009
H 0.269 -6.017 -3.246  0.055
H 1.595 -4.888 -3.566  0.277
H 0.174 -3.227 -2.869  0.276
C -3.931 4.537 2.592  -0.813
C -2.492 4.684 2.130  -0.334
O -2.363 4.450 0.732  -0.478
H -4.301 3.538 2.359  0.106
H -4.017 4.701 3.668  0.424
H -4.579 5.253 2.080  0.289
H -1.854 3.955 2.627  0.262
H -2.115 5.686 2.365  0.321
H -2.908 5.097 0.269  0.245
C -6.192 4.848 -4.857  -1.206
C -6.242 4.301 -3.443  0.003
O -7.550 3.827 -3.121  -0.520
H -6.907 5.664 -4.974  0.296
H -5.195 5.217 -5.100  0.364
H -6.460 4.074 -5.580  0.329
H -5.990 5.078 -2.723  0.292
H -5.528 3.479 -3.325  0.114
H -7.770 3.131 -3.750  0.284
C -0.129 -8.603 -4.905  -0.963
C 0.724 -9.762 -4.425  -0.224
O 1.325 -9.482 -3.163  -0.499
H 0.473 -7.698 -4.986  0.192
H -0.574 -8.817 -5.878  0.383
H -0.933 -8.397 -4.194  0.311
H 1.537 -9.956 -5.123  0.294
H 0.121 -10.673 -4.341  0.241
H 0.618 -9.318 -2.528  0.278
C 2.343 -6.444 2.759  -0.844
C 1.221 -7.386 2.364  -0.392
O 1.022 -7.395 0.952  -0.447
H 2.130 -5.430 2.418  0.112
H 2.479 -6.427 3.842  0.390
H 3.285 -6.751 2.297  0.346
H 0.280 -7.066 2.810  0.287
H 1.434 -8.405 2.706  0.269
H 1.845 -7.686 0.541  0.269